# 1
# C33H29F5N3O2S

A 2-piece molecular cluster, C33H29F5N3O2S overall at a distorted geometry (ωB97M-V/def2-TZVPD, the OMol25 dataset).

Values from the calculation:
**Net charge**: +1
**2S+1**: 1
**LUMO energy**: -4.531 eV
**Energy relative to the best compared isomer or geometry (same formula, charge and spin)**: 0.0 kcal/mol
**Orbital gap**: 3.479 eV

Atoms and positions in Å:
C: -0.20 6.42 0.62
O: -0.23 5.39 1.64
C: -0.15 4.05 1.35
C: -1.44 3.40 1.39
C: -1.88 2.61 0.31
C: -3.17 2.07 0.35
C: -4.04 2.37 1.39
C: -3.62 3.22 2.43
C: -2.34 3.74 2.43
C: 1.16 3.56 1.25
N: 1.58 2.30 1.59
C: 0.65 1.26 2.02
C: 2.95 2.12 1.55
C: 3.53 0.75 1.69
C: 3.62 3.30 1.42
C: 5.08 3.53 1.60
S: 2.56 4.62 1.11
H: -0.18 7.36 1.18
H: 0.70 6.33 0.00
H: -1.11 6.36 0.01
H: -1.21 2.50 -0.54
H: -3.48 1.39 -0.44
H: -5.05 1.97 1.39
H: -4.29 3.47 3.25
H: -1.99 4.43 3.19
H: 1.20 0.53 2.63
H: -0.15 1.69 2.63
H: 0.22 0.75 1.16
H: 4.62 0.82 1.55
H: 3.35 0.31 2.69
H: 3.14 0.06 0.92
H: 5.61 2.58 1.65
H: 5.48 4.11 0.76
H: 5.29 4.08 2.52
C: -4.12 -2.52 1.94
N: -3.23 -3.39 1.19
C: -3.28 -4.78 1.27
C: -2.30 -5.26 0.48
N: -1.66 -4.17 -0.10
C: -0.66 -4.28 -1.13
C: 0.49 -4.99 -0.84
F: 0.73 -5.34 0.45
C: 1.43 -5.28 -1.83
F: 2.56 -5.96 -1.53
C: 1.19 -4.85 -3.13
F: 2.08 -5.13 -4.11
C: 0.04 -4.11 -3.44
F: -0.17 -3.67 -4.70
C: -0.88 -3.83 -2.43
F: -2.00 -3.13 -2.71
C: -2.20 -3.04 0.39
C: -1.84 -1.67 0.00
C: -0.43 -1.37 -0.21
C: -0.09 -0.20 -0.85
C: 0.95 -0.22 -1.86
C: 0.77 0.54 -3.04
C: 1.48 0.22 -4.19
C: 2.46 -0.78 -4.15
C: 2.75 -1.44 -2.95
C: 2.01 -1.16 -1.80
O: -2.74 -0.83 -0.19
H: -4.03 -1.50 1.57
H: -5.15 -2.87 1.83
H: -3.86 -2.55 3.01
H: -4.01 -5.29 1.86
H: -2.01 -6.27 0.26
H: 0.31 -2.11 0.11
H: -0.79 0.63 -0.87
H: -0.01 1.31 -3.04
H: 1.26 0.74 -5.13
H: 3.02 -1.03 -5.05
H: 3.54 -2.19 -2.91
H: 2.23 -1.67 -0.86

# 2
# C6H12ClO4RuS3

C6H12ClO4RuS3 as an isolated structure at a distorted geometry (ωB97M-V/def2-TZVPD, the OMol25 dataset).

Values from the calculation:
**Net charge**: +2
**2S+1**: 2
**LUMO energy (alpha / beta)**: -10.677 / -10.175 eV
**Energy relative to the best compared isomer or geometry (same formula, charge and spin)**: 22.6 kcal/mol
**Orbital gap (alpha / beta)**: 7.271 / 7.994 eV

Atoms and positions in Å:
Ru: 1.54 0.18 -0.34
C: -0.85 -1.82 1.19
C: 0.25 -1.52 2.18
S: 1.03 0.12 2.06
C: -0.25 1.42 2.21
C: -1.20 1.62 1.05
S: -0.35 1.91 -0.55
C: -1.18 0.79 -1.74
C: -1.62 -0.58 -1.28
S: -0.31 -1.65 -0.56
H: -1.74 -1.22 1.35
H: -1.14 -2.87 1.31
H: 1.09 -2.19 2.05
H: -0.12 -1.64 3.20
H: 0.36 2.31 2.38
H: -0.81 1.23 3.13
H: -1.76 2.54 1.24
H: -1.91 0.82 0.92
H: -0.47 0.72 -2.57
H: -2.06 1.32 -2.11
H: -1.96 -1.11 -2.18
H: -2.46 -0.56 -0.59
O: 3.79 -1.11 -3.11
Cl: 3.25 0.04 -2.55
O: 3.62 1.26 -3.10
O: 1.74 -0.06 -2.53
O: 3.51 0.06 -1.07

# 3
# C3H3ClO

One molecule with the formula C3H3ClO at a distorted geometry (ωB97M-V/def2-TZVPD, the OMol25 dataset).

Values from the calculation:
**2S+1**: 1
**LUMO energy**: 0.435 eV
**Energy relative to the best compared isomer or geometry (same formula, charge and spin)**: 35.3 kcal/mol
**Orbital gap**: 9.680 eV
**SMILES string**: O=C1C[C@H]1Cl

Atoms and positions in Å:
C: 0.32 0.96 0.00
C: 0.66 -0.37 0.43
C: -0.54 -0.23 -0.59
O: 0.56 2.10 -0.01
Cl: -2.13 -0.45 0.06
H: 1.61 -0.91 0.34
H: 0.22 -0.65 1.49
H: -0.69 -0.46 -1.71

# 4
# C28H43CaN7O3

C28H43CaN7O3 as an isolated structure (ωB97M-V/def2-TZVPD, the OMol25 dataset).

Values from the calculation:
**2S+1**: 1
**LUMO energy**: 0.511 eV
**Energy relative to the best compared isomer or geometry (same formula, charge and spin)**: 9.7 kcal/mol
**Orbital gap**: 7.487 eV

Atoms and positions in Å:
Ca: 0.32 -0.05 -0.27
C: 0.34 0.25 -4.11
C: 0.73 1.48 -3.28
N: -0.20 1.75 -2.18
C: -1.39 2.49 -2.62
C: -2.49 2.51 -1.56
N: -3.14 1.25 -1.30
C: -3.93 0.71 -2.39
C: -4.39 -0.71 -2.07
C: -3.42 -1.78 -2.55
N: -2.08 -1.72 -1.96
C: -1.23 -2.71 -2.59
C: 0.21 -2.70 -2.12
N: 0.89 -1.41 -2.32
C: 1.11 -1.01 -3.72
H: 0.53 0.44 -5.17
H: -0.73 0.07 -4.00
H: 0.78 2.36 -3.94
H: 1.72 1.35 -2.85
H: 0.29 2.35 -1.52
H: -1.76 2.02 -3.54
H: -1.12 3.52 -2.88
H: -3.25 3.23 -1.88
H: -2.08 2.88 -0.62
H: -2.49 0.56 -0.94
H: -3.40 0.68 -3.36
H: -4.80 1.36 -2.53
H: -5.35 -0.91 -2.55
H: -4.56 -0.80 -0.99
H: -3.30 -1.66 -3.63
H: -3.87 -2.78 -2.40
H: -2.16 -1.89 -0.96
H: -1.26 -2.52 -3.67
H: -1.61 -3.74 -2.46
H: 0.74 -3.51 -2.64
H: 0.26 -2.93 -1.05
H: 1.77 -1.46 -1.83
H: 0.83 -1.83 -4.39
H: 2.18 -0.84 -3.87
O: 2.29 -1.00 0.19
C: 3.26 -0.50 0.89
C: 4.60 -0.75 0.51
C: 5.68 -0.25 1.20
C: 5.48 0.53 2.34
C: 4.19 0.77 2.76
C: 3.07 0.29 2.07
C: 1.76 0.63 2.64
N: 0.66 0.54 2.01
N: -0.50 0.90 2.68
C: -1.57 0.47 2.05
O: -1.60 -0.20 0.95
C: -2.87 0.81 2.72
C: -2.91 1.12 4.08
C: -4.12 1.43 4.68
C: -5.29 1.44 3.93
C: -5.25 1.14 2.58
C: -4.04 0.82 1.98
H: 4.75 -1.37 -0.37
H: 6.68 -0.47 0.87
H: 6.32 0.92 2.91
H: 4.01 1.35 3.66
H: 1.75 0.99 3.67
H: -1.99 1.11 4.65
H: -4.15 1.65 5.74
H: -6.24 1.69 4.41
H: -6.16 1.16 1.99
H: -3.99 0.60 0.92
C: 3.95 4.37 1.15
N: 2.76 3.60 0.85
C: 1.58 3.88 1.66
C: 2.76 2.57 -0.01
C: 4.05 2.21 -0.68
O: 1.73 1.91 -0.22
H: 3.65 5.35 1.52
H: 4.55 4.53 0.25
H: 4.56 3.88 1.91
H: 1.86 3.87 2.72
H: 0.83 3.12 1.50
H: 1.18 4.87 1.42
H: 4.86 2.10 0.05
H: 4.34 2.98 -1.40
H: 3.92 1.26 -1.19